The ion C3H6ClN2 with charge +1 in a non-equilibrium geometry. Source: the Open Molecules 2025 dataset; level of theory: the ωB97M-V functional and the def2-TZVPD basis.

```
12
Properties=species:S:1:pos:R:3
C 0.466 1.075 -0.160
C 1.119 -1.213 0.049
C -1.527 -0.266 -0.086
N -0.836 0.856 -0.316
N 1.213 0.098 0.356
Cl -3.223 -0.216 0.176
H 0.790 2.136 -0.059
H 1.598 -1.942 0.649
H 0.874 -1.332 -1.044
H -1.055 -1.258 0.100
H -1.414 1.681 -0.570
H 1.995 0.382 0.905
```

Net charge   +1
Gap between HOMO and LUMO (spin up / spin down)   0.2782 / 0.2729 Eh


A structure of composition C28H28BaN2Si in a non-equilibrium geometry. Source: the Open Molecules 2025 dataset; level of theory: the ωB97M-V functional and the def2-TZVPD basis.

```
60
Properties=species:S:1:pos:R:3
C 0.023 1.560 0.682
C -0.964 1.899 -0.293
C -2.189 2.130 0.374
H -0.799 2.042 -1.359
C -1.957 1.978 1.768
C -0.598 1.616 1.958
H -0.085 1.492 2.910
H 1.076 1.344 0.495
H -3.124 2.451 -0.090
H -2.676 2.206 2.551
Ba -1.594 -0.895 0.722
C -0.104 -0.738 -1.941
H -1.148 -0.400 -1.871
H 0.536 -0.401 -1.102
H -0.022 -1.828 -2.062
Si 0.757 0.130 -3.578
C 1.935 -1.000 -4.438
C 3.055 -0.385 -5.034
H 3.167 0.705 -4.978
C 4.018 -1.159 -5.692
H 4.903 -0.687 -6.121
C 3.873 -2.548 -5.773
H 4.620 -3.141 -6.308
C 2.759 -3.161 -5.177
H 2.648 -4.244 -5.235
C 1.786 -2.395 -4.517
H 0.926 -2.880 -4.044
C -0.685 0.654 -4.609
C -0.373 1.421 -5.744
H 0.646 1.436 -6.142
C -1.353 2.229 -6.327
H -1.115 2.823 -7.207
C -2.632 2.304 -5.768
H -3.362 3.020 -6.142
C -2.976 1.446 -4.714
H -3.980 1.470 -4.291
C -2.028 0.564 -4.186
H -2.339 -0.172 -3.437
H 1.587 1.405 -3.017
H 1.558 1.486 -3.903
C -1.556 -0.038 5.568
C -0.815 -1.072 6.149
C -0.456 -2.171 5.369
C -0.838 -2.220 4.018
N -1.550 -1.200 3.461
C -1.944 -0.168 4.232
C -0.501 -3.379 3.143
C -0.209 -4.648 3.676
C 0.016 -5.717 2.807
C 0.030 -5.489 1.422
C -0.213 -4.185 0.961
N -0.510 -3.162 1.796
H -1.823 0.864 6.104
H -0.524 -1.025 7.198
H 0.147 -2.992 5.764
H -2.590 0.573 3.751
H -0.191 -4.763 4.764
H 0.175 -6.715 3.214
H 0.218 -6.288 0.707
H -0.170 -3.945 -0.108
```

Net charge   0
Gap between HOMO and LUMO (spin up / spin down)   0.1356 / 0.2074 Eh


The molecule C5H8O in a non-equilibrium geometry. Source: the Open Molecules 2025 dataset; level of theory: the ωB97M-V functional and the def2-TZVPD basis.

```
14
Properties=species:S:1:pos:R:3
C 1.686 -0.201 -0.410
C 0.504 -0.711 0.376
C -0.508 -0.071 1.229
C -0.928 -0.330 -0.204
C -1.324 1.022 -0.760
O -0.998 2.087 -0.274
H 1.438 0.744 -0.890
H 2.627 -0.104 0.141
H 1.849 -0.950 -1.198
H 0.705 -1.726 0.748
H -0.456 0.999 1.378
H -0.955 -0.669 2.013
H -1.558 -1.136 -0.577
H -2.081 1.046 -1.572
```

Net charge   0
Structure (SMILES)   C[C@H]1C[C@H]1C=O
Gap between HOMO and LUMO   0.3971 Eh


The ion C13H21N2O3 with charge +1 in a non-equilibrium geometry. Source: the Open Molecules 2025 dataset; level of theory: the ωB97M-V functional and the def2-TZVPD basis.

```
39
Properties=species:S:1:pos:R:3
C 2.458 -0.057 5.023
C 2.396 0.036 3.502
C 0.988 -0.215 2.963
C 0.503 -1.638 3.193
N 0.957 0.036 1.488
C 1.120 1.436 1.028
C 0.264 1.644 -0.222
O 0.515 0.536 -1.077
C -0.375 0.371 -2.119
C -0.186 1.054 -3.312
C -1.017 0.832 -4.395
C -2.061 -0.092 -4.332
C -2.935 -0.332 -5.516
C -2.248 -0.781 -3.146
C -1.430 -0.552 -2.041
N -1.702 -1.306 -0.858
O -2.351 -2.313 -0.949
O -1.267 -0.885 0.216
H 3.450 0.221 5.367
H 1.738 0.617 5.480
H 2.257 -1.067 5.366
H 3.086 -0.693 3.070
H 2.726 1.033 3.205
H 0.285 0.489 3.420
H 0.377 -1.822 4.255
H -0.460 -1.798 2.713
H 1.216 -2.362 2.806
H 0.049 -0.317 1.101
H 1.673 -0.547 1.042
H 0.788 2.120 1.809
H 2.169 1.632 0.803
H 0.527 2.588 -0.713
H -0.799 1.674 0.050
H 0.632 1.753 -3.385
H -0.850 1.380 -5.310
H -2.352 -0.766 -6.327
H -3.749 -1.009 -5.274
H -3.351 0.606 -5.878
H -3.042 -1.507 -3.048
```

Net charge   +1
Structure (SMILES)   CC[C@H](C)[NH2+]CCOc1ccc(C)cc1[N+](=O)[O-]
Gap between HOMO and LUMO   0.3188 Eh


A cluster of 2 separate species, H4N2O3Si in total in a non-equilibrium geometry. Source: the Open Molecules 2025 dataset; level of theory: the ωB97M-V functional and the def2-TZVPD basis.

```
10
Properties=species:S:1:pos:R:3
N -0.706 -1.939 0.017
Si 0.732 -1.108 0.316
O 1.604 -0.388 -0.730
H -1.426 -1.588 -0.539
H -0.802 -2.866 0.241
H 0.832 -1.275 1.808
O -1.136 3.060 0.509
N -0.237 2.308 0.357
O 0.237 2.243 -0.894
H 0.901 1.552 -1.084
```

Net charge   0
Structure (SMILES)   N[SiH]=O.O=NO
Gap between HOMO and LUMO   0.3727 Eh


The molecule C4H9NO2 in a non-equilibrium geometry. Source: the Open Molecules 2025 dataset; level of theory: the ωB97M-V functional and the def2-TZVPD basis.

```
16
Properties=species:S:1:pos:R:3
C 1.448 -1.817 0.389
C 0.308 -0.835 -0.081
O -0.735 -1.807 0.085
C -0.079 0.479 0.516
N -1.091 1.258 -0.250
C -0.824 2.562 -0.608
O 0.243 3.100 -0.418
H 2.055 -1.276 1.050
H 2.101 -2.065 -0.408
H 0.990 -2.697 0.978
H 0.837 -0.604 -1.174
H -1.582 -1.727 -0.482
H -0.734 0.205 1.379
H 0.620 1.308 0.969
H -1.779 0.824 -0.773
H -1.779 3.093 -1.174
```

Net charge   0
Structure (SMILES)   C[C@@H](O)CNC=O
Gap between HOMO and LUMO   0.3819 Eh


A structure of composition C30H23Cl2HfN8 in a non-equilibrium geometry. Source: the Open Molecules 2025 dataset; level of theory: the ωB97M-V functional and the def2-TZVPD basis.

```
64
Properties=species:S:1:pos:R:3
Hf -0.988 0.199 0.541
C 0.534 -3.438 2.130
C 0.605 -3.055 3.517
C 1.078 -1.794 3.793
C 0.942 -0.813 2.759
N 0.472 -1.126 1.497
C 0.694 -2.457 1.141
N 1.346 0.418 3.126
C 1.010 1.531 2.468
N 0.172 1.708 1.336
C 0.181 3.075 1.039
N -0.535 3.704 0.153
C -1.184 3.068 -0.842
C -2.104 3.926 -1.594
C -2.899 3.347 -2.585
C -2.509 2.065 -3.092
C -1.538 1.346 -2.432
N -1.026 1.746 -1.213
C 1.112 3.799 1.965
C 1.633 5.087 2.017
C 2.676 5.374 2.862
C 3.180 4.326 3.696
C 2.660 3.068 3.725
C 1.565 2.842 2.885
H 0.231 -4.453 1.823
H 0.354 -3.850 4.285
H 1.402 -1.378 4.741
H 0.761 -2.717 0.088
H -2.321 4.878 -1.151
H -3.777 3.885 -2.939
H -2.791 1.677 -4.033
H -1.112 0.407 -2.819
H 1.199 5.861 1.415
H 3.009 6.413 2.929
H 3.993 4.631 4.366
H 3.107 2.291 4.402
C -2.449 -3.608 -0.201
C -2.359 -2.212 0.062
N -1.686 -1.352 -0.758
C -1.047 -1.930 -1.847
C -1.200 -3.226 -2.256
C -1.869 -4.098 -1.344
C -0.728 -3.665 -3.576
C 0.401 -3.206 -4.138
C 1.529 -2.480 -3.462
C 2.404 -1.706 -4.200
C 3.560 -1.210 -3.575
N 3.876 -1.660 -2.364
C 2.980 -2.301 -1.689
N 1.790 -2.705 -2.130
H -3.003 -4.266 0.541
H -2.903 -1.746 0.912
H -0.384 -1.302 -2.432
H -1.850 -5.173 -1.574
H -1.450 -4.183 -4.229
H 0.584 -3.430 -5.204
H 2.176 -1.419 -5.169
H 4.299 -0.618 -4.110
H 3.176 -2.540 -0.623
Cl -1.932 0.181 2.880
C -3.530 0.950 2.385
Cl -3.549 1.090 0.624
H -3.618 1.909 2.790
H -4.346 0.313 2.690
```

Net charge   +3
Gap between HOMO and LUMO   0.2307 Eh


A cluster of 2 separate species, C5H15N2 in total in a non-equilibrium geometry. Source: the Open Molecules 2025 dataset; level of theory: the ωB97M-V functional and the def2-TZVPD basis.

```
22
Properties=species:S:1:pos:R:3
C 2.946 0.722 -0.038
C -1.988 0.652 -1.234
C -2.014 0.525 1.303
C 1.409 0.434 0.014
C -1.693 0.040 0.123
N -1.414 -1.413 0.037
N 1.187 -1.000 0.355
H 3.452 0.146 0.763
H 3.079 1.682 0.210
H 3.391 0.401 -1.030
H -1.459 0.080 -1.983
H -3.041 0.618 -1.418
H -1.518 1.519 -1.408
H 1.019 0.942 0.847
H -2.223 1.611 1.392
H -1.917 0.008 2.277
H 1.146 0.831 -0.995
H -1.394 -1.664 -0.916
H -1.972 -1.896 0.713
H 1.608 -1.530 -0.432
H -0.226 -1.331 0.248
H 1.623 -1.377 1.173
```

Net charge   +1
Gap between HOMO and LUMO   0.4018 Eh


A cluster of 15 separate species, C56H156N14O15 in total in a non-equilibrium geometry. Source: the Open Molecules 2025 dataset; level of theory: the ωB97M-V functional and the def2-TZVPD basis.

```
241
Properties=species:S:1:pos:R:3
O 0.848 6.031 2.974
H 1.766 5.799 3.115
H 0.417 5.198 2.782
C 11.171 1.360 0.480
C 10.656 -0.065 0.361
C 9.971 -0.080 -1.057
O 8.781 0.741 -1.259
C 8.191 0.495 -2.544
N 11.714 -0.993 0.641
H 11.604 1.722 -0.453
H 11.968 1.479 1.213
H 10.429 2.133 0.679
H 9.950 -0.393 1.125
H 9.764 -1.145 -1.164
H 10.618 0.289 -1.853
H 7.957 -0.558 -2.705
H 8.896 0.878 -3.281
H 7.317 1.118 -2.730
H 11.345 -1.908 0.856
H 12.178 -0.726 1.497
C -5.496 3.624 4.291
C -6.453 3.522 3.133
C -7.651 4.501 3.115
O -8.760 3.929 3.848
C -9.860 4.860 3.979
N -5.599 3.665 1.962
H -5.013 4.599 4.350
H -4.724 2.861 4.193
H -6.146 3.428 5.144
H -6.941 2.553 3.030
H -7.978 4.629 2.083
H -7.373 5.480 3.504
H -10.187 5.246 3.013
H -9.556 5.687 4.621
H -10.683 4.374 4.503
H -5.088 4.536 1.992
H -6.204 3.790 1.163
C -0.423 -7.437 7.619
C -1.410 -6.380 7.242
C -1.239 -5.856 5.796
O -0.051 -5.023 5.648
C 0.284 -4.563 4.298
N -2.736 -6.878 7.376
H -0.700 -8.000 8.510
H 0.525 -6.927 7.788
H -0.198 -8.143 6.820
H -1.302 -5.608 8.003
H -2.115 -5.255 5.552
H -1.258 -6.723 5.136
H -0.612 -4.344 3.717
H 0.670 -5.505 3.908
H 1.113 -3.856 4.268
H -3.326 -6.071 7.227
H -2.945 -7.446 6.567
C 2.914 1.424 -10.541
C 2.543 -0.056 -10.759
C 2.027 -0.762 -9.403
O 3.136 -0.806 -8.512
C 2.814 -1.631 -7.345
N 1.604 -0.144 -11.858
H 2.089 1.822 -9.950
H 3.184 1.950 -11.457
H 3.817 1.574 -9.949
H 3.441 -0.544 -11.138
H 1.612 -1.722 -9.708
H 1.201 -0.181 -8.993
H 1.989 -1.085 -6.887
H 3.609 -1.678 -6.601
H 2.601 -2.688 -7.505
H 0.893 0.560 -11.724
H 2.047 0.282 -12.659
C 2.230 9.352 -3.448
C 2.013 9.287 -1.917
C 1.590 10.616 -1.323
O 2.542 11.625 -1.563
C 2.009 12.881 -1.042
N 1.020 8.272 -1.605
H 1.327 9.793 -3.871
H 2.312 8.341 -3.849
H 3.099 9.985 -3.622
H 3.026 9.019 -1.616
H 1.535 10.577 -0.235
H 0.629 10.866 -1.774
H 1.670 12.895 -0.006
H 1.223 13.282 -1.683
H 2.715 13.711 -1.050
H 1.360 7.601 -2.280
H 1.319 7.889 -0.720
C -2.474 -6.242 -1.419
C -3.188 -7.538 -1.695
C -3.322 -8.037 -3.163
O -4.070 -7.062 -3.952
C -4.971 -7.639 -4.858
N -2.646 -8.558 -0.838
H -2.395 -6.084 -0.343
H -2.946 -5.405 -1.933
H -1.446 -6.390 -1.751
H -4.206 -7.391 -1.335
H -3.814 -9.003 -3.048
H -2.328 -8.160 -3.591
H -5.618 -8.325 -4.312
H -4.366 -8.165 -5.597
H -5.575 -6.834 -5.276
H -2.398 -8.302 0.107
H -3.331 -9.288 -0.700
C -3.051 10.170 2.445
C -3.985 9.052 2.373
C -5.361 9.432 1.867
O -6.112 10.180 2.872
C -7.498 10.281 2.567
N -3.436 7.882 1.646
H -1.999 9.891 2.488
H -3.375 10.766 3.299
H -3.240 10.868 1.630
H -4.104 8.627 3.370
H -5.893 8.523 1.586
H -5.228 10.046 0.977
H -7.966 9.298 2.521
H -7.647 10.814 1.629
H -8.041 10.864 3.310
H -2.596 7.707 2.179
H -3.047 8.262 0.795
C 7.944 -4.935 2.791
C 8.652 -6.293 3.004
C 10.114 -6.119 3.630
O 11.021 -5.479 2.674
C 12.429 -5.585 3.052
N 7.785 -7.076 3.902
H 8.545 -4.200 2.256
H 7.581 -4.500 3.722
H 7.060 -5.030 2.161
H 8.687 -6.786 2.033
H 10.375 -7.153 3.854
H 10.013 -5.500 4.521
H 13.070 -5.088 2.324
H 12.696 -6.640 3.112
H 12.535 -5.077 4.011
H 6.867 -7.219 3.506
H 8.154 -8.013 3.981
C -1.460 0.037 0.166
C -0.230 0.626 0.927
C 1.080 0.399 0.221
O 1.356 -0.990 0.224
C 2.590 -1.471 -0.339
N -0.389 2.114 1.028
H -1.666 0.704 -0.670
H -2.282 0.143 0.875
H -1.448 -0.993 -0.192
H -0.148 0.297 1.963
H 1.814 1.095 0.628
H 1.064 0.729 -0.818
H 3.488 -1.045 0.109
H 2.549 -1.214 -1.398
H 2.671 -2.529 -0.089
H -0.255 2.504 0.106
H -1.373 2.310 1.142
C -6.401 -3.275 2.404
C -6.275 -3.774 3.770
C -5.611 -2.636 4.667
O -5.438 -3.202 5.960
C -4.587 -2.518 6.880
N -7.583 -4.190 4.400
H -5.429 -2.937 2.047
H -7.101 -2.452 2.262
H -6.642 -4.123 1.763
H -5.553 -4.588 3.695
H -6.172 -1.702 4.694
H -4.686 -2.360 4.160
H -4.693 -3.088 7.804
H -4.865 -1.499 7.151
H -3.562 -2.703 6.559
H -7.150 -4.193 5.313
H -8.124 -3.348 4.530
C -7.995 -1.523 -3.671
C -6.540 -1.114 -3.992
C -5.667 -2.307 -4.540
O -4.358 -1.793 -4.825
C -3.469 -2.767 -5.472
N -6.589 -0.185 -5.091
H -8.598 -0.638 -3.468
H -8.095 -2.132 -2.772
H -8.438 -2.116 -4.471
H -6.012 -0.661 -3.153
H -6.235 -2.852 -5.294
H -5.569 -2.977 -3.685
H -3.132 -3.516 -4.755
H -2.583 -2.240 -5.826
H -3.959 -3.326 -6.269
H -5.635 -0.007 -5.370
H -7.041 -0.700 -5.833
C -3.209 7.941 -4.025
C -4.066 6.643 -3.953
C -3.342 5.328 -3.651
O -2.720 4.746 -4.858
C -2.320 3.367 -4.624
N -5.060 6.778 -2.911
H -2.577 8.164 -3.165
H -3.838 8.790 -4.293
H -2.604 7.951 -4.932
H -4.585 6.546 -4.906
H -4.026 4.533 -3.354
H -2.665 5.420 -2.802
H -1.582 3.440 -3.824
H -1.689 2.954 -5.411
H -3.139 2.714 -4.323
H -5.721 6.019 -2.991
H -4.664 6.692 -1.986
C 3.273 1.377 7.757
C 3.019 1.939 6.358
C 3.935 1.219 5.306
O 5.253 1.836 5.212
C 6.074 1.105 4.269
N 1.583 1.803 6.032
H 2.885 2.041 8.529
H 4.301 1.307 8.110
H 2.889 0.373 7.938
H 3.168 3.016 6.283
H 3.391 1.390 4.376
H 3.870 0.161 5.559
H 5.545 1.015 3.321
H 6.432 0.174 4.707
H 6.947 1.710 4.022
H 1.204 0.884 5.855
H 1.237 2.391 5.287
C 4.387 -8.052 -1.467
C 2.953 -7.593 -1.874
C 2.584 -7.981 -3.354
O 3.568 -7.456 -4.202
C 3.500 -7.814 -5.574
N 2.060 -8.291 -0.950
H 4.510 -7.439 -0.574
H 5.208 -7.884 -2.164
H 4.502 -9.112 -1.241
H 2.822 -6.513 -1.800
H 1.725 -7.403 -3.696
H 2.525 -9.062 -3.476
H 2.715 -7.249 -6.077
H 3.423 -8.897 -5.667
H 4.446 -7.471 -5.993
H 1.104 -8.024 -1.137
H 2.088 -9.300 -0.983
```

Net charge   0
Gap between HOMO and LUMO   0.3301 Eh


Which E belongs to each record? In order, -18701.001; -41037.431; -7360.380; -22935.817; -17063.102; -9876.886; -69729.726; -8400.497; -112161.204 eV.